Entry 1:
Formula: C21H29N6OPV
Source: OMol25
Level of theory: wB97M-V/def2-TZVPD

```
59
C21H29N6OPV, DFT wB97M-V/def2-TZVPD
V -0.075 1.221 0.194
C 4.084 2.675 0.984
C 4.028 3.963 0.497
C 2.842 4.399 -0.057
C 1.745 3.533 -0.184
N 1.837 2.280 0.334
C 2.966 1.889 0.943
C 0.412 3.905 -0.826
C 0.209 5.116 -1.452
C -1.088 5.370 -1.853
C -2.088 4.436 -1.692
C -1.827 3.186 -1.154
N -0.553 2.990 -0.744
C -2.719 2.010 -0.808
C -4.061 2.062 -1.136
C -4.800 0.941 -0.841
C -4.200 -0.140 -0.201
C -2.887 -0.079 0.166
N -2.161 1.020 -0.104
H 4.994 2.320 1.413
H 4.857 4.604 0.681
H 2.856 5.439 -0.410
H 3.011 0.912 1.361
H 1.022 5.770 -1.644
H -1.279 6.400 -2.292
H -3.071 4.676 -2.011
H -4.489 2.872 -1.675
H -5.807 0.827 -1.218
H -4.831 -0.996 -0.021
H -2.429 -0.942 0.691
C 1.334 -3.585 -1.647
N 1.281 -2.323 -0.877
C 2.369 -1.366 -0.955
P 0.239 -2.167 0.368
O -0.106 -0.699 0.336
N 0.950 -2.415 1.833
C 0.618 -1.632 2.970
C 1.830 -3.555 2.011
N -1.057 -3.132 0.291
C -1.907 -3.267 -0.937
C -1.297 -4.189 1.313
H 1.063 -3.421 -2.718
H 0.536 -4.284 -1.351
H 2.299 -4.089 -1.511
H 2.926 -1.475 -1.835
H 3.093 -1.526 -0.169
H 1.930 -0.351 -0.921
H -0.200 -1.003 2.678
H 1.473 -1.040 3.367
H 0.248 -2.208 3.777
H 1.925 -4.097 1.052
H 1.403 -4.278 2.726
H 2.891 -3.315 2.341
H -2.888 -2.818 -0.743
H -2.090 -4.282 -1.251
H -1.412 -2.750 -1.750
H -1.010 -3.830 2.294
H -0.651 -5.046 1.151
H -2.290 -4.519 1.219
```

Results
net charge = +2
energy relative to the best compared isomer or geometry (same formula, charge and spin) = 10.3 kcal per mole
HOMO level (spin up / spin down) = -0.51455 / -0.53354 Ha
LUMO energy (spin up / spin down) = -6.445 / -6.422 eV
HOMO-LUMO gap (spin up / spin down) = 7.56 / 8.10 eV
spin multiplicity = 4

=====

Entry 2:
Formula: C21H29N6OPdS
Source: OMol25
Level of theory: wB97M-V/def2-TZVPD

```
59
C21H29N6OPdS, DFT wB97M-V/def2-TZVPD
Pd 0.173 -1.317 -0.305
N 4.335 -2.395 0.594
C 4.663 -2.179 -0.680
C 3.447 -1.852 -1.349
N 2.448 -1.883 -0.489
C 2.975 -2.213 0.723
C 2.147 -2.325 1.831
N 0.823 -2.038 1.717
C 0.264 -2.264 2.890
C 1.258 -2.710 3.803
N 2.405 -2.734 3.119
H 5.000 -2.638 1.318
H 5.677 -2.251 -1.048
H 3.319 -1.629 -2.397
H -0.789 -2.112 3.076
H 1.188 -2.994 4.843
H 3.293 -3.021 3.512
S -1.915 -2.327 0.154
C -3.445 -1.924 -0.551
N -3.934 -0.711 -0.735
C -5.321 -0.749 -1.254
C -5.582 -2.269 -1.387
N -4.309 -2.849 -0.906
H -3.453 0.124 -0.451
H -5.379 -0.232 -2.208
H -5.996 -0.274 -0.548
H -5.765 -2.573 -2.413
H -6.404 -2.606 -0.762
H -4.113 -3.837 -0.856
C 2.112 1.914 2.439
C 0.701 2.476 2.227
C -0.377 1.539 2.782
C 0.431 2.864 0.794
C 0.152 4.168 0.477
C -0.150 4.541 -0.839
C -0.179 3.592 -1.882
C 0.094 2.276 -1.644
C 0.151 1.309 -2.806
C -0.784 0.113 -2.676
C 1.590 0.880 -3.111
C 0.410 1.884 -0.279
O 0.725 0.684 0.026
H 2.285 1.758 3.505
H 2.875 2.604 2.080
H 2.238 0.962 1.918
H 0.636 3.403 2.798
H -0.343 0.563 2.295
H -1.377 1.954 2.651
H -0.222 1.400 3.854
H 0.157 4.921 1.254
H -0.362 5.579 -1.063
H -0.400 3.922 -2.890
H -0.207 1.861 -3.677
H -0.307 -0.696 -2.076
H -0.975 -0.369 -3.635
H -1.734 0.353 -2.203
H 2.024 0.375 -2.244
H 2.214 1.742 -3.342
H 1.614 0.210 -3.972
```

Results
net charge = +3
energy relative to the best compared isomer or geometry (same formula, charge and spin) = 3.5 kcal per mole
HOMO level (spin up / spin down) = -0.60362 / -0.62898 Ha
LUMO energy (spin up / spin down) = -9.546 / -12.363 eV
HOMO-LUMO gap (spin up / spin down) = 6.88 / 4.75 eV
spin multiplicity = 5

=====

Entry 3:
Formula: C21H30AlN2O3
Source: OMol25
Level of theory: wB97M-V/def2-TZVPD

```
57
C21H30AlN2O3, DFT wB97M-V/def2-TZVPD
C -5.716 -0.586 4.869
C -5.093 -1.966 4.745
O -4.469 -2.315 5.985
C -3.158 -2.682 5.918
O -2.711 -3.284 4.974
C -2.358 -2.282 7.121
C -1.378 -1.118 6.798
C -1.855 -0.099 5.765
Al -0.577 1.473 5.520
C -0.281 1.672 3.497
O 0.507 0.556 3.021
C 0.630 0.346 1.707
C -0.092 1.010 0.709
C 0.106 0.671 -0.627
C 1.011 -0.314 -1.002
C 1.748 -0.961 -0.006
C 1.561 -0.635 1.325
H -4.984 0.096 5.302
H -6.591 -0.609 5.520
H -5.999 -0.209 3.885
H -4.360 -1.990 3.939
H -5.854 -2.714 4.506
H -3.026 -2.031 7.946
H -1.793 -3.171 7.417
H -1.188 -0.606 7.746
H -0.423 -1.558 6.504
H -2.830 0.287 6.096
H -2.032 -0.592 4.801
H -1.223 2.846 6.101
H 0.838 1.074 6.210
H -1.261 1.688 3.008
H 0.260 2.603 3.285
H -0.797 1.784 0.971
H -0.469 1.185 -1.390
H 1.145 -0.586 -2.043
H 2.462 -1.734 -0.267
H 2.129 -1.131 2.103
N 1.039 0.965 -4.733
C 1.625 0.343 -5.801
C 0.703 0.279 -6.811
C -0.489 0.888 -6.331
C -0.248 1.300 -5.047
H 1.482 1.142 -3.849
H 2.643 -0.001 -5.752
H 0.864 -0.156 -7.783
H -1.416 1.007 -6.866
H -0.881 1.799 -4.333
N 5.274 0.616 -7.349
C 4.522 1.576 -7.968
C 4.806 1.530 -9.307
C 5.766 0.498 -9.502
C 6.034 -0.047 -8.275
H 5.272 0.428 -6.364
H 3.852 2.203 -7.406
H 4.373 2.163 -10.063
H 6.206 0.192 -10.435
H 6.694 -0.845 -7.983
```

Results
net charge = -1
HOMO level = -0.18776 Ha
LUMO energy = 2.074 eV
HOMO-LUMO gap = 7.18 eV
spin multiplicity = 1

=====

Entry 4:
Formula: C21H30As2N6PtS2
Source: OMol25
Level of theory: wB97M-V/def2-TZVPD

```
62
C21H30As2N6PtS2, DFT wB97M-V/def2-TZVPD
Pt -0.090 0.075 0.099
C 2.582 -1.218 2.634
As 1.678 -1.218 0.900
C 3.515 -1.085 0.002
C 1.112 -3.087 0.790
C 1.206 -3.991 1.862
C 0.491 -5.192 1.809
C -0.352 -5.435 0.731
C -0.366 -4.636 -0.432
C 0.303 -3.441 -0.280
As -0.394 -1.936 -1.273
C 0.175 -1.980 -3.125
C -2.220 -2.483 -1.601
H 1.793 -1.211 3.393
H 3.203 -0.331 2.749
H 3.219 -2.096 2.639
H 4.322 -1.592 0.563
H 3.748 0.019 -0.058
H 3.443 -1.537 -0.982
H 1.873 -3.809 2.722
H 0.508 -5.874 2.640
H -1.118 -6.182 0.762
H -0.884 -4.834 -1.362
H -0.623 -1.700 -3.787
H 0.529 -2.968 -3.375
H 0.942 -1.218 -3.283
H -2.379 -3.285 -0.914
H -2.320 -2.732 -2.704
H -2.806 -1.558 -1.242
N -1.176 -0.608 3.076
C -1.975 0.284 2.393
N -1.644 0.765 1.194
C -2.573 1.639 0.691
C -3.664 1.804 1.520
S -3.499 0.977 3.030
C -2.440 2.272 -0.638
C -3.160 3.395 -1.027
S -3.065 3.557 -2.728
C -2.025 2.034 -2.784
N -1.740 1.563 -1.607
N -1.868 1.373 -4.015
H -0.330 -0.977 2.628
H -1.423 -0.897 4.044
H -4.548 2.407 1.280
H -3.548 4.196 -0.403
H -2.260 1.704 -4.859
H -1.761 0.364 -3.954
C 2.230 4.470 -1.915
C 1.787 3.669 -0.750
C 1.713 3.919 0.595
C 1.091 2.780 1.165
N 0.745 1.948 0.179
N 1.178 2.459 -0.977
C 0.699 2.662 2.585
H 2.041 3.946 -2.892
H 3.302 4.712 -1.792
H 1.617 5.380 -1.944
H 2.214 4.775 1.050
H 1.259 2.018 -1.926
H 1.198 3.428 3.164
H 0.911 1.624 2.985
H -0.377 2.894 2.757
```

Results
net charge = +2
HOMO level (spin up / spin down) = -0.42372 / -0.47666 Ha
LUMO energy (spin up / spin down) = -6.072 / -9.334 eV
HOMO-LUMO gap (spin up / spin down) = 5.46 / 3.64 eV
spin multiplicity = 3

=====

E_tot values (in eV) by entry order: -68201.8401, -47523.7590, -37983.6590, -177781.6593.